#1
C4H11N3O2 | ωB97M-V/def2-TZVPD

Summary:
Structure (SMILES): CN=C(N)N.CC(=O)O
HOMO-LUMO gap (eV): 9.63

```
! wB97M-V def2-TZVPD RIJCOSX def2/J DEFGRID3
* xyz 0 1
C -2.395 -1.269 0.758
N -1.137 -1.195 0.117
C -0.900 -1.082 -1.170
N 0.390 -1.041 -1.757
N -1.953 -0.950 -2.126
H -3.162 -2.012 0.343
H -2.975 -0.266 0.716
H -2.310 -1.641 1.881
H 1.015 -0.630 -0.953
H 0.488 -0.365 -2.557
H -1.898 0.077 -2.297
H -1.783 -1.406 -3.074
C 2.988 1.744 1.127
C 1.478 1.422 1.224
O 0.621 1.996 0.550
O 1.229 0.326 1.990
H 3.139 1.929 -0.001
H 3.741 1.139 1.465
H 3.108 2.738 1.452
H 0.316 0.487 2.312
*
```

Löwdin population analysis, charges in e, atoms 1 to 8: -0.2113, -0.0162, -0.5232, 0.0690, 0.0548, 0.0748, 0.0901, 0.0891



#2
C4H11N3O2 | ωB97M-V/def2-TZVPD

Summary:
Structure (SMILES): [H]/N=C(\N)NC.CC(=O)O
HOMO-LUMO gap (eV): 9.33

```
! wB97M-V def2-TZVPD RIJCOSX def2/J DEFGRID3
* xyz 0 1
H 0.464 2.768 -1.153
N -0.122 2.134 -1.673
C -0.955 1.419 -1.050
N -1.505 1.718 0.212
N -1.437 0.231 -1.571
C -0.730 -0.349 -2.716
H -2.497 1.759 0.339
H -0.898 1.785 1.010
H -1.692 -0.482 -0.923
H -0.175 0.361 -3.318
H -1.475 -0.860 -3.322
H 0.083 -1.011 -2.391
C 1.732 -1.725 2.747
C 1.018 -0.653 1.977
O 0.669 0.464 2.217
O 0.953 -1.110 0.684
H 1.113 -2.311 3.422
H 2.512 -1.350 3.399
H 2.247 -2.368 2.044
H 0.693 -0.421 0.066
*
```

Löwdin population analysis, charges in e, atoms 1 to 8: 0.0465, 0.1210, -0.5860, 0.1016, -0.0276, -0.1046, 0.0778, 0.0578



#3
C4H11N3O2 | ωB97M-V/def2-TZVPD

Summary:
Structure (SMILES): CN=C(N)N.CC(=O)O
HOMO-LUMO gap (eV): 9.21

```
! wB97M-V def2-TZVPD RIJCOSX def2/J DEFGRID3
* xyz 0 1
C 1.774 1.587 1.072
N 1.115 0.815 0.121
C 1.861 0.017 -0.643
N 3.217 0.193 -1.083
N 1.168 -1.190 -1.116
H 1.330 1.044 2.083
H 1.755 2.664 0.868
H 2.867 1.227 1.175
H 3.666 -0.657 -1.518
H 3.585 1.071 -1.180
H 1.490 -1.399 -2.016
H 0.221 -1.094 -0.926
C -3.915 -0.700 0.352
C -2.509 -0.308 0.115
O -2.082 0.065 -0.956
O -1.673 -0.504 1.200
H -4.390 -0.676 1.386
H -3.936 -1.724 -0.184
H -4.622 -0.138 -0.214
H -0.920 -0.294 1.463
*
```

Löwdin population analysis, charges in e, atoms 1 to 8: -0.2140, -0.0658, -0.4106, 0.1173, 0.1250, 0.1195, 0.0658, 0.0734



#4
C4H11N3O2 | ωB97M-V/def2-TZVPD

Summary:
Structure (SMILES): [H]/N=C(/N)NC.CC(=O)O
HOMO-LUMO gap (eV): 10.13

```
! wB97M-V def2-TZVPD RIJCOSX def2/J DEFGRID3
* xyz 0 1
H 1.513 1.817 -0.538
N 0.932 1.031 -0.810
C 1.507 -0.059 -0.474
N 0.843 -1.285 -0.728
N 2.698 -0.255 0.182
C 3.841 0.592 -0.059
H 0.883 -1.840 0.130
H -0.139 -1.091 -0.842
H 2.929 -1.187 0.459
H 3.518 1.519 -0.527
H 4.529 0.191 -0.820
H 4.422 0.765 0.842
C -3.841 0.046 0.837
C -2.446 -0.189 0.409
O -1.883 -1.235 0.262
O -1.798 0.981 0.240
H -3.816 0.836 1.591
H -4.260 -0.836 1.302
H -4.481 0.440 0.052
H -0.910 0.875 -0.152
*
```

Löwdin population analysis, charges in e, atoms 1 to 8: 0.0458, 0.1055, -0.5489, 0.1123, -0.0191, -0.0932, 0.0921, 0.0398



Quick ranking, most stable first: #4, #2, #1, #3.



#1
CHI2NO | ωB97M-V/def2-TZVPD

Summary:
HOMO-LUMO gap (eV): 8.70

```
! wB97M-V def2-TZVPD RIJCOSX def2/J DEFGRID3
* xyz 0 1
C 0.720 0.592 -0.066
N 0.664 1.846 -0.202
O 1.833 -0.153 -0.009
I 3.517 0.733 -0.051
I -1.098 2.855 -0.044
H -0.174 -0.190 -0.013
*
```

Just the Löwdin charges please, in e? Sure, here they are: -0.6221, -0.5231, -0.7438, 1.0021, 0.7283, 0.1585



#2
CHI2NO | ωB97M-V/def2-TZVPD

Summary:
HOMO-LUMO gap (alpha / beta) (eV): 6.91 / 6.91

```
! wB97M-V def2-TZVPD RIJCOSX def2/J DEFGRID3
* xyz 0 1
C -0.370 -0.373 -0.616
N 0.685 0.511 1.309
O 1.716 0.122 1.738
I 0.535 1.499 -0.783
I -2.454 -0.470 -0.330
H -0.113 -1.289 -1.318
*
```

Just the Löwdin charges please, in e? Sure, here they are: -1.2363, -0.2732, -0.0504, 0.9568, 0.6195, -0.0164



Quick ranking, most stable first: #1, #2.



#1
C3H3NO | ωB97M-V/def2-TZVPD

Summary:
Structure (SMILES): OCC1=C=N1
HOMO-LUMO gap (eV): 10.49

```
! wB97M-V def2-TZVPD RIJCOSX def2/J DEFGRID3
* xyz 0 1
O 1.411 0.735 0.094
C 0.610 -0.398 0.111
C -0.808 -0.083 0.040
C -1.880 0.787 -0.310
N -2.022 -0.521 0.186
H 0.924 1.443 -0.368
H 0.846 -1.031 -0.767
H 0.919 -0.932 1.014
*
```

Just the Löwdin charges please, in e? Sure, here they are: -0.0510, -0.2383, -0.3028, 0.0717, 0.1388, 0.1009, 0.1429, 0.1378



#2
C3H3NO | ωB97M-V/def2-TZVPD

Summary:
Structure (SMILES): C=C=O.C#N
HOMO-LUMO gap (eV): 10.56

```
! wB97M-V def2-TZVPD RIJCOSX def2/J DEFGRID3
* xyz 0 1
C -1.328 -0.164 -0.074
C -0.548 0.853 0.109
O 0.207 1.753 0.057
H -2.004 0.886 0.092
H -1.591 -1.001 0.569
C 1.776 -0.759 -0.253
N 0.892 -1.491 -0.160
H 2.596 -0.077 -0.341
*
```

Just the Löwdin charges please, in e? Sure, here they are: 0.0114, -0.4523, 0.1081, 0.1539, 0.0703, -0.0447, 0.0808, 0.0723



#3
C3H3NO | ωB97M-V/def2-TZVPD

Summary:
Structure (SMILES): C=CN=C=O
HOMO-LUMO gap (eV): 10.41

```
! wB97M-V def2-TZVPD RIJCOSX def2/J DEFGRID3
* xyz 0 1
C 0.445 0.608 -1.566
C -0.026 0.362 -0.254
N -0.113 -0.679 0.874
C -0.396 -1.189 1.962
O -0.605 -1.784 2.929
H 0.264 1.582 -1.964
H 0.970 -0.126 -2.148
H -0.539 1.226 0.167
*
```

Just the Löwdin charges please, in e? Sure, here they are: 0.0264, -0.1122, 0.1203, -0.3422, 0.1555, 0.0382, 0.0374, 0.0766



#4
C3H3NO | ωB97M-V/def2-TZVPD

Summary:
Structure (SMILES): N#CCC=O
HOMO-LUMO gap (eV): 11.31

```
! wB97M-V def2-TZVPD RIJCOSX def2/J DEFGRID3
* xyz 0 1
N 2.237 0.605 -0.513
C 1.333 -0.032 -0.185
C 0.038 -0.636 0.141
C -0.929 0.547 0.036
O -1.787 0.631 -0.789
H -0.222 -1.405 -0.591
H 0.038 -1.072 1.148
H -0.706 1.358 0.759
*
```

Just the Löwdin charges please, in e? Sure, here they are: 0.1590, -0.2349, -0.1241, -0.2716, 0.0884, 0.1252, 0.1251, 0.1328



Quick ranking, most stable first: #4, #3, #2, #1.



#1
C3H3NO | ωB97M-V/def2-TZVPD

Summary:
Structure (SMILES): C#CC(N)=O
HOMO-LUMO gap (eV): 10.38

```
! wB97M-V def2-TZVPD RIJCOSX def2/J DEFGRID3
* xyz 0 1
C -2.145 0.158 -0.001
C -0.927 -0.098 -0.125
C 0.391 -0.139 0.048
N 1.255 0.975 -0.035
O 0.880 -1.202 0.042
H -3.224 0.634 0.242
H 1.118 1.985 0.276
H 2.364 0.651 -0.141
*
```

Just the Löwdin charges please, in e? Sure, here they are: 0.1530, -0.0799, -0.6841, 0.0938, 0.1073, 0.1082, 0.1160, 0.1858



#2
C3H3NO | ωB97M-V/def2-TZVPD

Summary:
Structure (SMILES): O=C[C@@H]1C=N1
HOMO-LUMO gap (eV): 10.76

```
! wB97M-V def2-TZVPD RIJCOSX def2/J DEFGRID3
* xyz 0 1
O 0.968 1.697 -0.832
C 0.085 1.335 -0.100
C -0.442 -0.083 0.094
C 0.372 -1.367 -0.026
N -0.471 -1.269 -0.914
H -0.556 1.894 0.702
H -1.173 -0.319 0.761
H 1.218 -1.890 0.315
*
```

Just the Löwdin charges please, in e? Sure, here they are: 0.0578, -0.2525, -0.1865, -0.0747, 0.1542, 0.1363, 0.0608, 0.1046



Quick ranking, most stable first: #2, #1.



#1
C3H8N2S | ωB97M-V/def2-TZVPD

Summary:
Structure (SMILES): CN/N=C\CS
HOMO-LUMO gap (eV): 9.27

```
! wB97M-V def2-TZVPD RIJCOSX def2/J DEFGRID3
* xyz 0 1
C -0.901 1.993 -0.545
N -0.855 0.466 -0.903
N -1.233 -0.231 0.251
C -0.269 -0.855 0.884
C 1.252 -0.984 0.536
S 1.346 -2.687 0.129
H -0.136 2.461 0.140
H -1.998 2.387 -0.414
H -0.837 2.356 -1.561
H -1.707 0.245 -1.540
H -0.836 -1.373 1.788
H 1.699 -0.269 -0.381
H 1.697 -0.752 1.613
H 2.778 -2.757 0.002
*
```

Löwdin population analysis, charges in e, atoms 1 to 8: -0.1060, -0.1624, -0.0850, -0.2903, -0.6474, 0.6575, 0.0828, 0.0897



#2
C3H8N2S | ωB97M-V/def2-TZVPD

Summary:
Structure (SMILES): [H]/N=C/N(C)SC
HOMO-LUMO gap (eV): 9.68

```
! wB97M-V def2-TZVPD RIJCOSX def2/J DEFGRID3
* xyz 0 1
H 2.708 -1.648 -0.344
N 2.281 -0.689 -0.179
C 1.061 -0.814 -0.467
N 0.217 0.249 -0.413
C 0.713 1.593 -0.003
S -1.364 0.064 -0.986
C -2.074 -0.550 0.517
H 0.500 -1.714 -0.773
H -0.032 2.173 0.486
H 1.047 2.154 -0.934
H 1.553 1.373 0.603
H -1.944 0.112 1.378
H -1.549 -1.497 0.743
H -3.119 -0.808 0.372
*
```

Löwdin population analysis, charges in e, atoms 1 to 8: 0.0679, 0.0683, -0.4081, -0.5228, -0.0865, 0.8642, -0.4147, 0.1102



Quick ranking, most stable first: #2, #1.



#1
C3H8N2S | ωB97M-V/def2-TZVPD

Summary:
Structure (SMILES): C/N=C(\C)NS
HOMO-LUMO gap (eV): 9.72

```
! wB97M-V def2-TZVPD RIJCOSX def2/J DEFGRID3
* xyz 0 1
C 1.450 -1.136 2.115
N 0.975 -0.063 1.237
C 0.506 -0.124 0.071
C 0.550 -1.425 -0.731
N -0.086 1.051 -0.418
S -1.592 1.014 -1.205
H 2.142 -1.813 1.562
H 2.077 -0.666 2.882
H 0.648 -1.617 2.724
H 0.170 -1.242 -1.737
H 1.545 -1.791 -0.724
H 0.057 -2.189 -0.059
H -0.033 1.741 0.340
H -2.394 0.550 -0.164
*
```

Löwdin population analysis, charges in e, atoms 1 to 8: -0.1328, -0.0089, -0.5207, -0.0339, -0.4131, 0.7129, 0.0753, 0.0610



#2
C3H8N2S | ωB97M-V/def2-TZVPD

Summary:
Structure (SMILES): CCC(=S)NN
HOMO-LUMO gap (eV): 8.77

```
! wB97M-V def2-TZVPD RIJCOSX def2/J DEFGRID3
* xyz 0 1
C 0.669 -1.617 0.939
C -0.179 -0.376 0.792
C 0.314 0.963 0.285
S 1.567 1.800 0.998
N -0.214 1.459 -0.809
N -1.086 0.656 -1.564
H 0.988 -2.086 -0.044
H 1.623 -1.354 1.601
H 0.071 -2.459 1.400
H -0.623 -0.145 1.765
H -1.107 -0.617 0.190
H 0.254 2.216 -1.242
H -1.722 1.317 -1.967
H -0.557 0.243 -2.345
*
```

Löwdin population analysis, charges in e, atoms 1 to 8: -0.1318, -0.3104, -0.8362, 0.5856, -0.1109, 0.0322, 0.0781, 0.1061



Quick ranking, most stable first: #1, #2.